No. 1
Density functional theory data (wB97M-V/def2-TZVPD) for a 3-piece molecular cluster, C4H14NO3 overall.

## Properties
LUMO level = 3.89 eV
frontier orbital gap = 7.6 eV
relative energy (zero: lowest compared OMol25 entry of this formula, charge and spin) = 61.8 kcal/mol

```
! RIJCOSX wB97M-V def2-TZVPD def2/J DEFGRID3
* xyz -1 1
O 0.223 -1.904 -0.062
O 2.391 -0.494 0.792
O 1.803 -2.098 -2.334
N -0.959 1.444 1.035
C -0.005 2.632 1.148
C -1.067 -1.666 0.047
C -0.608 0.901 -0.341
C -1.525 -0.302 -0.674
H 1.081 2.362 1.103
H -2.514 -0.177 -0.428
H -0.813 0.888 1.791
H 1.388 -0.882 0.472
H -1.407 -1.670 1.066
H -0.373 3.525 0.479
H -0.906 1.735 -1.048
H 2.852 -1.196 1.064
H 0.441 0.770 -0.506
H -1.556 -0.521 -1.786
H -1.712 -2.466 -0.533
H 1.297 -1.273 -2.097
H 1.906 -2.616 -1.353
H 0.064 3.008 2.165
*
```

=====

No. 2
Density functional theory data (wB97M-V/def2-TZVPD) for a single CH2FNO molecule.

## Properties
LUMO level (alpha / beta) = -0.31 / -0.31 eV
frontier orbital gap (alpha / beta) = 9.3 / 9.3 eV
relative energy (zero: lowest compared OMol25 entry of this formula, charge and spin) = 128.2 kcal/mol

```
! RIJCOSX wB97M-V def2-TZVPD def2/J DEFGRID3
* xyz 0 1
F 0.010 -0.206 1.574
O 0.788 0.155 -0.578
N -0.367 -0.498 -1.223
C 0.073 0.516 0.448
H -0.308 -1.486 -0.676
H -0.195 1.519 0.456
*
```

=====

No. 3
Density functional theory data (wB97M-V/def2-TZVPD) for C4H17AgNO6 as an isolated structure.

## Properties
LUMO level (alpha / beta) = 4.71 / 4.71 eV
frontier orbital gap (alpha / beta) = 3.9 / 3.7 eV
relative energy (zero: lowest compared OMol25 entry of this formula, charge and spin) = 0.0 kcal/mol

```
! RIJCOSX wB97M-V def2-TZVPD def2/J DEFGRID3
* xyz -2 2
Ag 23.599 4.333 -29.282
O 22.301 3.760 -34.396
O 24.918 6.323 -29.828
O 22.936 2.073 -28.628
O 25.205 3.154 -30.332
O 24.229 4.735 -27.215
O 21.630 5.162 -28.416
N 23.006 4.535 -31.496
C 20.610 4.011 -31.132
C 21.442 4.360 -33.443
C 22.187 4.345 -35.654
C 21.804 3.869 -32.063
H 22.798 1.590 -27.807
H 20.793 3.621 -30.132
H 23.095 5.485 -31.863
H 19.693 3.613 -31.586
H 22.381 1.644 -29.286
H 21.129 4.521 -35.927
H 21.592 5.452 -33.484
H 24.683 3.938 -26.908
H 20.395 4.154 -33.717
H 20.709 5.108 -28.689
H 22.587 3.635 -36.379
H 22.077 2.811 -32.156
H 25.566 2.301 -30.068
H 20.432 5.082 -30.967
H 24.418 7.082 -30.158
H 23.810 4.114 -31.972
H 22.695 5.317 -35.701
*
```

=====

No. 4
Density functional theory data (wB97M-V/def2-TZVPD) for a 2-piece molecular cluster, CH6ClNOP overall.

## Properties
LUMO level = -4.63 eV
frontier orbital gap = 10.1 eV
relative energy (zero: lowest compared OMol25 entry of this formula, charge and spin) = 10.0 kcal/mol

```
! RIJCOSX wB97M-V def2-TZVPD def2/J DEFGRID3
* xyz 1 1
Cl -3.155 0.662 -0.844
P -2.393 -0.366 0.617
O -0.948 -0.421 0.546
N 1.796 -1.035 -0.359
C 1.503 0.033 0.224
H -2.825 0.427 1.848
H 2.007 -1.943 0.066
H 1.724 -1.116 -1.389
H -3.012 -1.689 0.502
H 1.345 0.883 -0.381
H 1.674 0.193 1.253
*
```

=====

No. 5
Density functional theory data (wB97M-V/def2-TZVPD) for a 10-piece molecular cluster, C15H31Cl2F2N7O20 overall.

## Properties
SMILES = O=C1OC[C@@H](F)O1.O=C1OC[C@@H](F)O1.C[N+](=O)[O-].C[N+](=O)[O-].C[N+](=O)[O-].C[N+](=O)[O-].C[N+](=O)[O-].C[N+](=O)[O-].C[N+](=O)[O-].ClCCCl
LUMO level = -0.55 eV
frontier orbital gap = 10.4 eV

```
! RIJCOSX wB97M-V def2-TZVPD def2/J DEFGRID3
* xyz 0 1
Cl 4.377 -2.386 -2.121
Cl 2.691 -3.885 0.406
F 1.654 2.402 3.834
F -3.980 -2.548 -4.332
O -3.287 0.279 1.130
O 3.145 3.524 0.128
O -5.376 0.496 1.609
O 3.902 2.372 3.535
O -2.934 -4.291 -0.755
O -0.846 1.111 -2.908
O -0.965 -2.467 -4.490
O -2.004 -5.873 0.374
O -2.881 4.669 3.164
O -0.535 -2.861 -2.321
O 0.074 -0.269 2.121
O 5.444 1.804 5.084
O 0.248 1.510 0.930
O -1.645 3.103 -3.094
O 2.822 0.554 -1.708
O -2.405 -1.769 -2.941
O 3.174 0.126 0.368
O 3.718 0.440 4.611
O 2.038 5.366 0.172
O -4.113 2.902 3.292
N 3.561 0.409 -0.749
N -3.040 3.467 3.161
N -2.280 -4.714 0.182
N -4.267 0.081 1.834
N 0.113 0.306 1.049
N -1.660 1.981 -2.649
N 2.294 4.282 -0.299
C -1.916 -1.689 -5.176
C 4.459 1.564 4.479
C 2.667 1.823 3.117
C 2.821 0.355 3.493
C -1.837 2.623 2.994
C 2.310 -3.991 -1.337
C 1.507 3.804 -1.467
C -0.055 -0.496 -0.181
C -1.226 -2.407 -3.170
C -1.725 -3.696 1.124
C -2.798 1.608 -1.766
C -3.055 -1.553 -4.163
C 5.012 0.619 -0.966
C -4.056 -0.722 3.064
C 2.632 -2.738 -2.093
H 5.488 -0.164 -0.376
H 0.852 3.018 -1.111
H -3.135 -0.383 3.531
H 2.558 2.079 2.067
H -2.400 -2.845 1.101
H -0.775 -3.381 0.705
H 5.238 0.601 -2.018
H 2.123 -1.851 -1.720
H -4.909 -0.624 3.719
H 2.234 3.503 -2.216
H -3.566 -0.595 -4.178
H 1.239 -4.160 -1.399
H 0.558 0.001 -0.933
H 5.271 1.531 -0.428
H 1.875 -0.048 3.834
H -1.700 -4.127 2.117
H -3.628 2.272 -1.970
H -2.478 1.817 -0.743
H -2.286 -2.149 -6.090
H -2.096 1.578 3.066
H -1.558 -0.693 -5.451
H 0.351 -1.490 -0.036
H -1.035 2.954 3.646
H 2.849 -4.839 -1.749
H -2.994 0.546 -1.845
H -3.869 -1.741 2.731
H -1.096 -0.468 -0.486
H 3.305 -0.210 2.699
H -1.467 2.825 1.989
H 0.980 4.650 -1.899
H 2.292 -2.833 -3.124
*
```

=====

No. 6
Density functional theory data (wB97M-V/def2-TZVPD) for C55H43FGeO2P3Re as an isolated structure.

## Properties
LUMO level (alpha / beta) = -10.27 / -10.00 eV
frontier orbital gap (alpha / beta) = 6.0 / 6.2 eV
relative energy (zero: lowest compared OMol25 entry of this formula, charge and spin) = 0.0 kcal/mol

```
! RIJCOSX wB97M-V def2-TZVPD def2/J DEFGRID3
* xyz 3 2
Re -0.053 0.408 0.328
Ge -2.635 2.641 1.409
P -2.162 -0.813 0.287
P -0.328 1.624 -1.738
P 0.518 1.682 2.305
F -4.204 3.394 1.472
O 1.195 -0.907 0.222
O 2.601 -1.352 -1.508
C 4.489 3.145 0.583
C -1.245 -0.357 -3.370
C -0.424 4.296 -2.016
C 2.449 1.744 -2.003
C -0.956 -3.040 1.477
C -1.356 5.232 4.456
C -1.471 0.950 -2.933
C 4.383 1.820 0.990
C -0.113 -4.914 0.222
C -0.323 -0.334 3.967
C 2.181 3.530 1.126
C 1.929 -1.770 -0.641
C 0.490 3.760 4.015
C -6.005 -0.730 -2.151
C -0.194 -1.233 5.013
C -2.466 1.727 -3.514
C 1.161 1.885 -4.045
C 3.617 1.868 -2.737
C -2.119 4.580 3.495
C -4.152 0.431 -1.162
C -0.548 -4.327 -0.961
C -0.920 3.251 -1.229
C -1.917 3.491 -0.260
C 1.217 1.752 -2.650
C 1.993 0.318 4.249
C -3.249 1.186 -4.525
C 3.387 3.993 0.635
C 2.332 2.029 -4.766
C -3.891 1.175 3.344
C -0.922 5.582 -1.900
C -4.445 0.154 4.106
C -1.193 -3.100 -0.930
C -1.937 5.827 -0.993
C -2.404 4.803 -0.178
C -1.420 -2.462 0.294
C 0.778 0.429 3.564
C -3.582 -1.468 2.566
C -0.282 3.110 3.047
C 1.021 -1.362 5.672
C -5.385 0.459 -1.788
C -3.000 -0.443 1.823
C 3.560 2.015 -4.114
C -4.160 -1.980 -1.243
C -0.311 -4.266 1.436
C -3.526 -0.787 -0.893
C -4.300 -1.168 3.713
C -1.588 3.511 2.780
C 3.178 1.340 1.477
C 2.077 2.205 1.578
C -3.166 0.898 2.181
C -5.391 -1.944 -1.882
C -0.052 4.825 4.714
C -3.047 -0.124 -4.937
C -2.042 -0.897 -4.362
C 2.107 -0.580 5.298
H -1.093 -2.542 2.428
H 4.473 2.110 -4.686
H 2.839 0.940 3.994
H -3.133 4.909 3.303
H -0.420 -0.936 -2.965
H 2.289 2.145 -5.840
H -1.543 -2.655 -1.853
H -1.781 6.059 5.008
H -0.395 -4.832 -1.905
H -4.016 1.789 -4.991
H 0.377 -5.878 0.199
H 0.349 4.093 -2.745
H -5.866 1.407 -1.986
H 1.505 3.442 4.227
H 3.478 5.021 0.311
H -1.870 -1.907 -4.710
H -1.049 -1.817 5.329
H 5.241 1.164 0.940
H 1.808 -2.796 -0.274
H -3.177 5.054 0.534
H 0.542 5.334 5.461
H 0.030 -4.723 2.356
H -3.661 -0.541 -5.724
H -3.686 1.370 -0.888
H 1.334 4.202 1.206
H -2.366 6.815 -0.897
H 0.213 1.887 -4.563
H 1.119 -2.057 6.496
H -4.753 -1.964 4.289
H 2.505 1.623 -0.930
H -5.878 -2.872 -2.149
H -1.285 -0.203 3.491
H -5.003 0.400 4.999
H -0.531 6.374 -2.524
H 3.043 -0.659 5.833
H -3.487 -2.497 2.245
H -2.629 2.748 -3.193
H 5.437 3.520 0.220
H -3.727 -2.939 -0.998
H 3.100 0.308 1.793
H -6.973 -0.709 -2.634
H 4.574 1.836 -2.233
H -4.049 2.196 3.667
*
```